Entry 1:
Here is C38H46BrCrF3N5OSbSi3 as an isolated structure at a distorted geometry from OMol25. Energies are from ωB97M-V/def2-TZVPD.

Structure (ORCA input):
```
! wB97M-V def2-TZVPD RIJCOSX def2/J DEFGRID3
* xyz 0 5
Cr 14.3744 13.2149 9.1902
Br 10.5826 10.7790 14.8937
C 11.8629 11.6432 13.8905
C 13.2406 11.5510 14.2294
C 14.1516 11.9110 13.2551
C 13.8006 12.5768 12.0345
O 14.7696 12.9108 11.1877
C 12.3874 12.8496 11.7775
C 11.9544 13.7216 10.7351
N 12.7407 14.2159 9.7504
C 12.1675 15.1058 8.8318
C 11.1439 15.9807 9.0947
C 10.5709 16.7469 8.0463
C 11.0749 16.7012 6.7808
C 12.2043 15.9082 6.5071
C 12.8707 15.8672 5.2474
C 13.9715 14.9794 5.0787
C 14.3691 14.1879 6.1320
N 13.8198 14.2555 7.3412
C 12.7542 15.0987 7.5574
C 11.4295 12.3036 12.7332
H 13.5298 11.0687 15.1685
H 15.2069 11.7171 13.4049
H 10.9071 14.0576 10.7714
H 10.7490 16.0456 10.1397
H 9.6895 17.3149 8.2037
H 10.7022 17.2781 5.9403
H 12.4443 16.3999 4.3959
H 14.5522 14.9926 4.1512
H 15.2285 13.5499 6.1041
H 10.3438 12.3703 12.5812
N 13.7943 6.0334 8.2901
C 14.8132 6.3029 9.1715
C 16.0839 6.7131 8.7090
N 17.0525 7.0511 9.5397
C 16.7978 6.8835 10.8646
C 15.5381 6.4487 11.2943
N 14.5363 6.1682 10.4602
H 13.8255 6.6963 7.4755
H 12.8959 6.0743 8.7805
H 16.2654 6.7603 7.6616
H 17.6177 7.1734 11.5683
H 15.2266 6.3630 12.3267
C 19.9811 9.0508 10.3754
Si 20.0586 10.8932 10.6846
C 20.1253 11.3106 12.4944
C 21.6712 11.5545 9.8822
Sb 18.0055 12.0265 9.5149
Si 18.1940 14.4021 10.5460
C 18.0983 14.3045 12.4098
C 19.8362 15.0998 10.0318
C 16.7683 15.3930 9.8554
Si 18.5820 11.6458 7.0115
C 19.6945 10.1808 6.6426
C 16.9955 11.0891 6.0927
C 19.3586 13.2253 6.4318
H 20.6160 8.4841 11.0541
H 20.1056 8.7496 9.3485
H 18.9419 8.7148 10.6474
H 20.7915 10.6731 13.0032
H 19.1303 11.1085 12.9359
H 20.3697 12.3698 12.6311
H 22.4536 11.5476 10.6049
H 21.5622 12.5821 9.5418
H 21.9830 10.8925 9.0630
H 19.0813 14.1040 12.8275
H 17.3384 13.5611 12.6899
H 17.7761 15.2661 12.8467
H 20.3630 14.4772 9.3554
H 20.4966 15.2127 10.8995
H 19.7223 16.0514 9.4736
H 15.8706 15.3315 10.5043
H 16.4819 15.1363 8.7955
H 17.0455 16.4462 9.8674
H 19.5145 9.2413 7.2597
H 20.7280 10.5099 6.8456
H 19.4627 9.8971 5.6065
H 16.2667 10.4948 6.6766
H 17.2345 10.4013 5.2982
H 16.4416 11.9647 5.7348
H 18.7018 14.0343 6.1335
H 20.0118 13.0435 5.5761
H 20.0664 13.5792 7.1969
F 8.8081 5.8566 9.2131
C 8.7554 6.9040 8.2995
F 7.5349 7.5496 8.4804
F 8.7022 6.3412 7.0388
C 10.0172 7.8153 8.3964
C 10.7523 8.1474 7.2151
C 11.7927 9.0230 7.3483
C 12.0945 9.6695 8.5621
C 11.3846 9.2759 9.7069
C 10.3209 8.3875 9.6380
C 13.1704 10.5871 8.6416
C 14.0648 11.4265 8.5588
H 10.4650 7.6273 6.3005
H 12.4680 9.2595 6.5558
H 11.7146 9.7035 10.6412
H 9.7828 8.0837 10.5735
*
```

Summary:
**Orbital gap (spin up / spin down)**: 5.4 / 5.7 eV
**Expectation value of S²**: 6.034
**HOMO energy (spin up / spin down)**: -6.6 / -6.9 eV

---

Entry 2:
Here is C38H46MnOP2Si as an isolated structure at a distorted geometry from OMol25. Energies are from ωB97M-V/def2-TZVPD.

Structure (ORCA input):
```
! wB97M-V def2-TZVPD RIJCOSX def2/J DEFGRID3
* xyz 0 6
Mn 0.9887 1.2398 0.7184
C 2.4380 -1.1702 -2.7776
C 1.1960 -1.0667 -3.2534
C 0.4481 -2.1840 -3.9121
C 0.6282 -3.5894 -3.2859
C 0.7475 -3.6126 -1.7865
C 1.8848 -3.4777 -1.0936
C 3.2428 -3.3664 -1.7200
C 3.3087 -2.3828 -2.9170
C -1.1373 0.1226 2.8356
H 2.9766 -0.3199 -2.3733
H 0.7149 -0.0898 -3.3659
H 0.7488 -2.2451 -4.9702
H -0.6249 -1.9521 -3.9023
H -0.2761 -4.1725 -3.5248
H 1.4770 -4.1175 -3.7504
H -0.1658 -3.9391 -1.2723
H 1.9075 -3.7070 -0.0292
H 3.5677 -4.3689 -2.0695
H 3.9720 -3.0480 -0.9535
H 4.3557 -2.0498 -2.9947
H 3.0616 -2.9215 -3.8389
H -0.3770 0.9204 2.7841
H -1.2151 -0.2488 3.8728
H -2.1004 0.5709 2.5565
P -0.2565 1.1416 -1.2866
P -0.7234 -1.3006 1.7799
C -0.8127 -0.5182 -1.0806
C -0.6858 -1.3800 -0.0017
C -1.3951 2.0956 -2.2351
C -1.8261 1.6110 -3.4810
C -2.7371 2.3608 -4.2196
C -3.2192 3.5783 -3.7027
C -2.7729 4.0574 -2.4643
C -1.8613 3.3276 -1.7185
C 1.4914 1.5614 -1.6678
C 2.5239 1.1685 -0.7353
C 3.8188 1.6751 -0.9070
C 4.0704 2.5957 -1.9139
C 3.0511 3.0502 -2.7665
C 1.7521 2.5515 -2.6347
C -2.1254 -2.3756 2.1785
C -3.3566 -2.0286 1.5943
C -4.5389 -2.5953 2.0703
C -4.4831 -3.5463 3.1020
C -3.2489 -3.9289 3.6411
C -2.0626 -3.3501 3.1800
C 0.8362 -1.9314 2.4830
C 1.6820 -1.1339 3.2822
C 2.9387 -1.6009 3.6785
C 3.3703 -2.8770 3.2868
C 2.5280 -3.6833 2.5238
C 1.2649 -3.2252 2.1386
H -1.4215 -0.8901 -1.9225
H -0.8202 -2.4382 -0.2847
H -1.4285 0.6663 -3.8640
H -3.0582 2.0039 -5.1965
H -3.9399 4.1553 -4.2816
H -3.1404 5.0166 -2.0786
H -1.4678 3.6701 -0.7575
H 2.3861 0.3186 -0.0078
H 4.6171 1.3056 -0.2558
H 5.0799 2.9762 -2.0469
H 3.2601 3.7841 -3.5369
H 0.9400 2.9188 -3.2700
H -3.3805 -1.2861 0.7914
H -5.4979 -2.2822 1.6506
H -5.4091 -3.9831 3.4794
H -3.2117 -4.6726 4.4421
H -1.0973 -3.6266 3.6044
H 1.3594 -0.1413 3.6102
H 3.5833 -0.9761 4.2968
H 4.3551 -3.2396 3.5900
H 2.8559 -4.6853 2.2232
H 0.6134 -3.8670 1.5409
C -0.5022 5.5321 1.6530
Si -1.0971 3.8273 2.1753
C -0.9956 3.8870 4.0973
C -3.0120 3.9456 1.9376
O -0.2812 2.6092 1.4904
H -0.9246 6.3324 2.2701
H -0.7477 5.7811 0.6201
H 0.5820 5.5985 1.7629
H -1.1929 4.8969 4.4953
H -1.7173 3.2058 4.5699
H 0.0160 3.6004 4.4106
H -3.3124 4.0813 0.8896
H -3.5341 3.0541 2.3137
H -3.4476 4.7975 2.4880
*
```

Summary:
**Orbital gap (spin up / spin down)**: 5.5 / 5.1 eV
**Expectation value of S²**: 9.213
**HOMO energy (spin up / spin down)**: -5.2 / -4.8 eV

---

Entry 3:
Here is C38H46MnP2Si as an isolated structure at a distorted geometry from OMol25. Energies are from ωB97M-V/def2-TZVPD.

Structure (ORCA input):
```
! wB97M-V def2-TZVPD RIJCOSX def2/J DEFGRID3
* xyz 0 6
Mn -0.0521 0.1307 -0.1529
C -1.8935 0.8477 -7.3867
C -1.8961 -0.4293 -6.9708
C -1.0542 -1.5621 -7.4937
C 0.3029 -1.1821 -8.1239
C 1.2032 -0.3497 -7.2616
C 1.2203 0.9901 -7.1656
C 0.3636 1.9755 -7.9037
C -1.0010 1.4674 -8.4248
C 1.2330 0.3364 1.3022
H -2.6554 1.5367 -7.0024
H -2.6622 -0.7472 -6.2545
H -1.6169 -2.1386 -8.2518
H -0.8900 -2.2593 -6.6561
H 0.8285 -2.1272 -8.3418
H 0.1227 -0.7014 -9.0906
H 1.9634 -0.9317 -6.7308
H 2.0038 1.4729 -6.5759
H 0.9085 2.3852 -8.7743
H 0.1975 2.8340 -7.2327
H -1.5336 2.3428 -8.8368
H -0.8343 0.7834 -9.2641
H 1.0727 1.3223 1.7672
H 2.2346 0.2671 0.8595
H 1.0461 -0.4968 1.9902
P -1.5637 -0.5612 -1.6928
P 1.6242 0.0640 -1.7351
C -0.5758 -0.7597 -3.1943
C 0.7657 -0.5973 -3.1700
C -2.5203 -2.1102 -1.4893
C -2.8577 -2.8562 -2.6232
C -3.6016 -4.0353 -2.5037
C -3.9974 -4.4929 -1.2395
C -3.6377 -3.7597 -0.1027
C -2.8858 -2.5920 -0.2196
C -2.7451 0.7817 -2.1405
C -2.2976 2.1143 -2.1786
C -3.2200 3.1435 -2.3629
C -4.5768 2.8585 -2.5600
C -5.0049 1.5272 -2.5808
C -4.0917 0.4905 -2.3756
C 3.1151 -0.9803 -1.5095
C 2.9630 -2.2827 -1.0023
C 4.0837 -3.0908 -0.7957
C 5.3663 -2.6240 -1.1131
C 5.5132 -1.3384 -1.6464
C 4.3980 -0.5160 -1.8367
C 2.2074 1.7396 -2.1624
C 2.4234 2.7078 -1.1663
C 2.8860 3.9753 -1.5235
C 3.1271 4.2956 -2.8659
C 2.8986 3.3296 -3.8562
C 2.4254 2.0622 -3.5054
H -1.1134 -0.9792 -4.1228
H 1.4081 -0.8591 -4.0134
H -2.5215 -2.5277 -3.6073
H -3.8695 -4.5986 -3.3960
H -4.5829 -5.4106 -1.1401
H -3.9410 -4.1057 0.8876
H -2.5762 -2.0590 0.6817
H -1.2347 2.3413 -2.0369
H -2.8866 4.1802 -2.3439
H -5.2953 3.6681 -2.7007
H -6.0526 1.2853 -2.7447
H -4.4303 -0.5484 -2.3713
H 1.9659 -2.6567 -0.7563
H 3.9627 -4.0878 -0.3733
H 6.2436 -3.2544 -0.9445
H 6.5039 -0.9639 -1.9050
H 4.5282 0.4957 -2.2259
H 2.2257 2.4756 -0.1171
H 3.0526 4.7265 -0.7483
H 3.4898 5.2907 -3.1377
H 3.0833 3.5643 -4.9041
H 2.2115 1.3282 -4.2822
C -1.6408 -0.9845 2.9342
Si -1.6211 0.4988 1.7471
C -3.4182 0.6995 1.1766
C -1.2562 2.0269 2.8175
H -1.8941 -1.9252 2.4357
H -2.3836 -0.8070 3.7232
H -0.6574 -1.1087 3.3987
H -4.0494 0.8827 2.0570
H -3.5066 1.5422 0.4843
H -3.7735 -0.2035 0.6690
H -2.0501 2.1661 3.5645
H -0.3033 1.9233 3.3489
H -1.2075 2.9266 2.1933
*
```

Summary:
**Orbital gap (spin up / spin down)**: 4.6 / 7.6 eV
**Expectation value of S²**: 8.855
**HOMO energy (spin up / spin down)**: -4.3 / -7.6 eV
**Energy above the lowest of the compared OMol25 structures with the same formula, charge and spin**: 0.0 kJ/mol

---

Entry 4:
Here is C38H47Cl3IN5O5SSi2Zr as an isolated structure at a distorted geometry from OMol25. Energies are from ωB97M-V/def2-TZVPD.

Structure (ORCA input):
```
! wB97M-V def2-TZVPD RIJCOSX def2/J DEFGRID3
* xyz 0 1
Zr 0.6479 0.5799 -1.8083
C -1.6980 -0.6521 -2.4772
C -2.8256 0.1391 -2.3551
C -2.7875 1.1518 -3.3429
C -1.6253 1.0112 -4.0638
C -0.8737 -0.0974 -3.5312
H -1.4999 -1.5674 -1.9397
H -3.6130 0.0132 -1.6288
H -3.5244 1.9319 -3.4749
H -1.3445 1.6279 -4.9037
H -0.2196 -0.7154 -4.1333
N 0.8976 3.9672 -4.8094
C 0.9506 2.7598 -4.2528
N 1.3068 2.5249 -3.0278
C 1.7100 3.5900 -2.2346
N 2.1868 3.4016 -1.0604
N 2.2908 2.0544 -0.7202
C 3.0548 1.9166 0.2972
C 3.5129 0.6509 0.8319
C 4.3676 0.6425 1.9311
C 4.8066 -0.5842 2.4084
C 4.3707 -1.7360 1.7798
C 3.5295 -1.6244 0.6762
N 3.1178 -0.4569 0.2014
C 1.6257 4.9468 -2.7679
C 1.9391 6.0729 -2.0085
C 1.8214 7.3321 -2.5599
C 1.3912 7.4848 -3.8762
C 1.0779 6.3817 -4.6443
C 1.1979 5.1173 -4.0797
H 0.5923 4.0438 -5.7642
H 0.6950 1.9237 -4.8836
H 3.4357 2.8193 0.7657
H 4.6651 1.5692 2.4038
H 5.4698 -0.6341 3.2624
H 4.6798 -2.7146 2.1233
H 3.1627 -2.5037 0.1572
H 2.2625 5.9338 -0.9863
H 2.0619 8.2050 -1.9675
H 1.2980 8.4754 -4.3017
H 0.7382 6.4924 -5.6672
Cl 2.4241 -0.0788 -4.3377
Si 3.5378 -0.9444 -2.6222
Cl 4.2916 -2.7207 -3.4922
Cl 1.4369 -1.8874 -1.9618
C 1.7834 -2.8361 4.1733
C 0.7606 -1.7120 4.0342
C 1.4619 -0.3903 3.7517
C -0.0727 -1.5946 5.3068
O -0.1679 -2.0529 3.0002
Si -0.1863 -2.1095 1.3567
S 0.0417 -0.1627 0.6256
O -1.6142 -2.8063 0.9681
C -2.9986 -2.5474 1.2762
C -3.1886 -1.8986 2.6416
C -3.5488 -1.6384 0.1902
C -3.6868 -3.9067 1.2376
O 0.9779 -3.1435 0.8253
C 0.9489 -4.5623 0.5605
C 0.4403 -5.3301 1.7795
C 2.3996 -4.9494 0.2937
C 0.1042 -4.8589 -0.6727
H 2.4815 -2.6232 4.9865
H 2.3482 -2.9484 3.2446
H 1.2779 -3.7789 4.3879
H 2.1390 -0.1490 4.5758
H 0.7390 0.4170 3.6333
H 2.0433 -0.4560 2.8350
H 0.5576 -1.3694 6.1693
H -0.6001 -2.5315 5.4955
H -0.8107 -0.7985 5.1956
H -2.7070 -0.9201 2.6783
H -2.7616 -2.5142 3.4311
H -4.2569 -1.7662 2.8320
H -2.9768 -0.7111 0.1762
H -4.6012 -1.4019 0.3648
H -3.4530 -2.1138 -0.7880
H -3.2959 -4.5548 2.0242
H -3.5135 -4.3874 0.2732
H -4.7633 -3.7970 1.3840
H 1.0861 -5.1472 2.6395
H 0.4366 -6.4029 1.5729
H -0.5726 -5.0247 2.0295
H 3.0359 -4.6085 1.1141
H 2.7566 -4.5123 -0.6440
H 2.4952 -6.0332 0.2140
H -0.9381 -4.5995 -0.5008
H 0.1686 -5.9224 -0.9149
H 0.4749 -4.2912 -1.5274
I -6.5890 3.2183 2.2396
C -4.8581 3.1713 1.0762
C -3.9179 2.1748 1.2890
C -2.7711 2.1376 0.5111
C -2.5671 3.0961 -0.4700
C -3.5124 4.0985 -0.6699
C -4.6628 4.1381 0.0982
C -1.3597 3.0718 -1.3463
O -1.1060 3.9518 -2.1428
O -0.5938 2.0125 -1.1852
H -4.0753 1.4239 2.0535
H -2.0339 1.3587 0.6640
H -3.3366 4.8384 -1.4406
H -5.4036 4.9102 -0.0609
*
```

Summary:
**Orbital gap**: 6.7 eV
**HOMO energy**: -7.7 eV
**Energy above the lowest of the compared OMol25 structures with the same formula, charge and spin**: 335.0 kJ/mol

---

no.,E (eV)
1,-186438.10126
2,-99970.07558
3,-97923.51479
4,-131407.78713